{"formula": "C7H7N3O2S", "method": "ωB97M-V with the def2-TZVPD basis set", "elements": ["C", "C", "C", "C", "C", "C", "C", "N", "N", "N", "O", "O", "S", "H", "H", "H", "H", "H", "H", "H"], "positions_angstrom": [[-0.3865, 0.4738, -1.2503], [1.4418, -1.1031, -0.9599], [0.4736, 1.4434, -0.7184], [2.1183, -0.1076, -0.3483], [0.0716, -0.8583, -1.3700], [0.4609, 2.1043, 4.1095], [-1.4944, -2.0182, -2.6365], [1.7127, 1.1615, -0.3310], [1.4265, 1.5738, 4.3363], [-0.7770, -1.9740, -1.6268], [-1.4180, -1.0461, 1.8416], [-2.0989, 1.2213, 2.3487], [-1.0491, 0.2892, 2.1456], [-1.4392, 0.7536, -1.6030], [1.8303, -2.0762, -0.9325], [-0.0470, 2.4260, -0.5345], [3.2307, -0.3196, -0.1315], [-0.4870, 2.3769, 3.8531], [-2.0038, -2.9694, -2.7894], [-1.5655, -1.3514, -3.4027]], "atomic_forces_ev_per_a": [[-1.1, -0.8, -0.9], [-3.5, 0.1, -0.1], [-1.0, -0.3, 0.0], [3.0, 0.8, -1.3], [1.0, 0.5, 1.0], [-0.5, 0.1, 0.0], [-0.6, -3.0, 0.5], [-0.5, 1.1, 1.1], [2.5, -1.0, 0.7], [1.8, 1.0, 1.2], [0.0, -0.7, -0.1], [-0.7, 1.0, 0.3], [0.7, -0.6, -0.3], [1.6, -0.5, 0.8], [0.3, -1.3, -0.2], [1.4, -0.6, -0.3], [-1.9, 0.6, 0.2], [-1.9, 1.1, -0.4], [-0.5, 0.2, 0.0], [0.0, 2.4, -2.0]], "e_lumo_ev": -1.00, "homo_energy_ev": -9.7}